Computed, not measured: a structure of composition C73H168AsF6N24O23, with wB97M-V/def2-TZVPD.

Results
Lowest unoccupied orbital energy: 1.756 eV
DFT total energy: -238429.1714 eV
Kohn-Sham gap: 7.59 eV

The geometry in ORCA input format:
```
! wB97M-V def2-TZVPD RIJCOSX def2/J DEFGRID3
* xyz -1 1
C -1.463 0.587 1.590
C -0.351 1.399 0.964
N 0.121 0.660 -0.270
C -0.642 0.101 -1.315
C 0.281 -0.473 -2.168
N 1.577 -0.351 -1.594
C 1.415 0.340 -0.483
C 2.876 -0.752 -2.151
H -1.728 1.089 2.491
H -1.132 -0.467 1.778
H -2.305 0.628 0.884
H 0.500 1.311 1.624
H -0.593 2.436 0.748
H -1.726 0.155 -1.279
H 0.076 -1.001 -3.126
H 2.242 0.508 0.235
H 2.923 -0.161 -3.033
H 2.930 -1.786 -2.471
H 3.642 -0.527 -1.397
As 1.726 6.107 3.585
F 2.324 6.364 1.993
F 3.340 5.621 4.193
F 0.913 5.745 5.101
F 0.200 6.601 2.943
F 1.506 4.393 3.190
F 2.165 7.748 4.055
C -0.800 -2.631 -5.612
O -0.864 -2.346 -4.282
H -0.251 -1.836 -6.100
H -0.241 -3.555 -5.894
H -1.840 -2.677 -6.112
C -3.726 2.413 -0.083
O -3.358 1.580 -0.888
N -3.993 3.691 -0.299
C -4.530 4.558 0.697
C -3.693 4.431 -1.511
H -3.841 2.125 0.973
H -4.823 4.099 1.658
H -5.364 5.070 0.367
H -3.771 5.314 0.968
H -2.816 5.038 -1.312
H -3.380 3.629 -2.253
H -4.578 4.998 -2.009
C -6.455 -1.701 3.199
O -5.962 -2.581 2.485
N -6.003 -0.435 3.167
C -4.814 -0.148 2.386
C -6.527 0.575 4.126
H -7.307 -1.878 3.831
H -4.264 0.675 2.878
H -4.894 0.097 1.287
H -4.145 -1.010 2.470
H -6.853 0.073 5.063
H -5.822 1.370 4.373
H -7.400 1.008 3.723
C 4.796 -5.668 -3.207
O 5.046 -6.825 -3.038
N 5.712 -4.722 -3.022
C 5.291 -3.343 -3.118
C 7.106 -4.976 -2.663
H 3.818 -5.243 -3.557
H 5.739 -2.741 -2.287
H 4.207 -3.266 -3.168
H 5.672 -2.895 -4.029
H 7.308 -4.126 -1.958
H 7.172 -5.926 -2.164
H 7.773 -4.940 -3.540
C -3.096 -0.937 7.254
O -2.228 -0.272 6.710
N -3.903 -1.837 6.593
C -4.643 -2.821 7.394
C -3.790 -2.164 5.181
H -3.426 -0.813 8.318
H -4.662 -2.589 8.430
H -4.175 -3.828 7.167
H -5.637 -2.958 6.980
H -3.172 -3.113 5.085
H -4.794 -2.383 4.817
H -3.416 -1.302 4.590
C 4.734 2.491 -2.067
O 5.031 1.889 -1.047
N 5.081 3.732 -2.439
C 4.467 4.296 -3.639
C 5.860 4.589 -1.625
H 4.011 2.122 -2.759
H 4.131 3.452 -4.269
H 5.314 4.865 -4.092
H 3.704 5.105 -3.475
H 5.502 5.606 -1.637
H 5.846 4.119 -0.634
H 6.878 4.701 -2.025
C -0.176 4.851 0.303
O -1.288 4.300 0.427
N 0.543 4.664 -0.827
C 1.924 5.116 -0.939
C 0.020 3.850 -1.938
H 0.283 5.368 1.133
H 1.973 5.475 -1.952
H 2.502 4.144 -0.903
H 2.160 5.879 -0.217
H 0.873 3.335 -2.454
H -0.693 3.123 -1.570
H -0.480 4.351 -2.726
C -3.889 -6.556 3.221
O -4.801 -7.268 2.974
N -2.647 -6.630 2.655
C -1.668 -5.514 2.689
C -2.175 -7.666 1.817
H -3.959 -5.761 4.011
H -0.850 -5.919 3.254
H -2.175 -4.675 3.169
H -1.291 -5.220 1.689
H -2.112 -7.246 0.854
H -1.213 -8.100 2.145
H -2.917 -8.466 1.692
C -2.355 1.518 -3.999
O -2.203 2.752 -4.053
N -3.545 0.806 -4.039
C -4.818 1.507 -3.872
C -3.521 -0.662 -3.786
H -1.551 0.822 -3.979
H -5.453 1.396 -4.728
H -4.561 2.494 -3.665
H -5.344 1.095 -3.008
H -3.851 -1.153 -4.680
H -2.459 -1.067 -3.617
H -4.197 -0.905 -2.992
C 2.589 -3.345 -5.766
O 3.101 -2.235 -5.780
N 3.327 -4.439 -6.141
C 2.730 -5.741 -6.204
C 4.717 -4.222 -6.524
H 1.545 -3.466 -5.440
H 2.507 -6.086 -7.179
H 1.754 -5.721 -5.659
H 3.385 -6.532 -5.742
H 5.425 -4.766 -5.880
H 4.900 -4.530 -7.570
H 5.003 -3.189 -6.517
C -8.380 -0.951 0.714
O -9.154 -0.624 1.586
N -7.394 -0.113 0.316
C -6.584 -0.428 -0.902
C -7.514 1.305 0.519
H -8.349 -1.950 0.266
H -6.327 -1.485 -0.946
H -5.700 0.200 -0.801
H -7.105 -0.169 -1.811
H -6.469 1.547 0.834
H -7.713 1.760 -0.479
H -8.314 1.517 1.221
C 0.686 -4.607 -3.324
O 1.858 -4.393 -2.957
N 0.188 -5.907 -3.437
C -1.177 -6.095 -3.752
C 0.985 -7.071 -3.155
H -0.097 -3.828 -3.622
H -1.688 -6.667 -2.984
H -1.262 -6.663 -4.642
H -1.670 -5.144 -3.871
H 1.050 -7.647 -4.043
H 1.989 -6.733 -2.787
H 0.484 -7.756 -2.449
C 2.618 -1.552 -11.133
O 2.165 -2.372 -11.882
N 2.351 -1.544 -9.790
C 3.104 -0.728 -8.841
C 1.417 -2.559 -9.282
H 3.346 -0.825 -11.491
H 2.447 -0.137 -8.192
H 3.817 -0.135 -9.454
H 3.632 -1.356 -8.146
H 2.021 -3.403 -8.917
H 0.858 -2.176 -8.455
H 0.734 -2.942 -10.036
C 2.924 -1.808 5.521
O 3.345 -2.566 6.383
N 1.800 -2.114 4.872
C 0.969 -1.147 4.202
C 1.175 -3.395 5.002
H 3.359 -0.825 5.249
H -0.010 -1.207 4.667
H 0.920 -1.288 3.122
H 1.391 -0.168 4.427
H 1.783 -4.199 5.327
H 0.352 -3.274 5.739
H 0.663 -3.716 4.036
C -2.919 2.408 4.376
O -4.013 2.845 4.082
N -1.793 3.126 4.239
C -1.814 4.504 3.735
C -0.463 2.505 4.694
H -2.696 1.409 4.757
H -2.865 4.613 3.587
H -1.092 4.721 2.941
H -1.639 5.179 4.587
H 0.165 2.240 3.807
H 0.145 3.242 5.195
H -0.679 1.604 5.199
C 6.767 -2.359 1.215
O 6.518 -2.563 0.025
N 7.661 -1.422 1.578
C 7.926 -1.282 2.975
C 8.134 -0.405 0.691
H 6.374 -2.933 2.050
H 8.972 -1.477 3.229
H 7.351 -1.987 3.593
H 7.708 -0.236 3.367
H 7.596 -0.398 -0.224
H 8.090 0.527 1.266
H 9.236 -0.563 0.477
C -4.079 -3.479 -2.144
O -5.257 -3.157 -2.245
N -3.345 -3.392 -1.047
C -1.877 -3.643 -1.083
C -3.865 -2.851 0.167
H -3.461 -3.793 -3.044
H -1.354 -3.027 -0.339
H -1.428 -3.437 -2.035
H -1.754 -4.758 -0.925
H -4.041 -1.701 0.132
H -4.843 -3.364 0.317
H -3.262 -2.942 1.051
C 1.334 -3.310 0.296
O 0.622 -3.066 1.254
N 2.598 -3.806 0.440
C 3.553 -3.927 -0.627
C 3.190 -3.802 1.783
H 0.984 -3.142 -0.757
H 3.158 -3.554 -1.530
H 3.814 -4.962 -0.760
H 4.473 -3.407 -0.354
H 4.004 -4.524 1.784
H 3.503 -2.784 2.040
H 2.447 -4.016 2.519
C 1.647 1.006 -5.369
O 2.339 1.414 -4.453
N 0.756 1.711 -6.046
C -0.166 1.105 -7.048
C 0.565 3.205 -5.772
H 1.814 -0.012 -5.729
H -1.192 1.053 -6.682
H 0.203 0.105 -7.295
H -0.202 1.732 -8.003
H -0.485 3.334 -5.443
H 1.191 3.489 -4.945
H 0.809 3.761 -6.637
C 2.308 2.378 6.365
O 2.404 1.310 5.801
N 1.492 2.620 7.464
C 1.383 4.034 7.980
C 0.526 1.678 7.994
H 2.788 3.343 5.997
H 2.316 4.615 7.841
H 1.174 3.979 9.082
H 0.639 4.551 7.407
H -0.461 2.036 7.722
H 0.690 0.650 7.652
H 0.697 1.627 9.127
C 4.512 0.001 2.562
O 3.926 -0.411 1.573
N 4.649 1.322 2.847
C 5.169 1.770 4.095
C 4.014 2.345 2.052
H 5.039 -0.702 3.252
H 6.092 2.346 4.040
H 5.415 0.884 4.720
H 4.448 2.425 4.659
H 4.697 3.208 1.972
H 3.842 2.040 0.970
H 3.065 2.612 2.488
C -0.172 6.310 -4.652
O 1.033 6.298 -4.319
N -1.230 6.609 -3.892
C -2.584 6.238 -4.267
C -1.027 7.080 -2.519
H -0.473 5.878 -5.622
H -2.808 5.172 -4.083
H -2.708 6.290 -5.341
H -3.237 6.941 -3.771
H -2.033 7.335 -2.176
H -0.592 6.341 -1.824
H -0.348 7.924 -2.565
C -5.188 3.960 7.837
O -6.257 4.516 7.665
N -3.956 4.507 7.676
C -2.725 3.650 7.868
C -3.935 5.734 6.922
H -5.112 2.890 8.152
H -2.989 2.732 8.399
H -1.919 4.268 8.351
H -2.387 3.333 6.858
H -2.872 5.989 6.908
H -4.216 5.521 5.895
H -4.505 6.539 7.375
*
```

Mulliken population analysis, charges in e, atoms 1 to 5:
1. C 0.84
2. C 0.45
3. N 0.97
4. C 0.10
5. C -0.30